[1]
Entry from the Open Molecules 2025 dataset: 2 unconnected molecules or ions with the total composition C2H8N2O in a non-equilibrium geometry (ωB97M-V with the def2-TZVPD basis set).

Geometry as XYZ:
```
13
C2H8N2O | the Open Molecules 2025 dataset | ωB97M-V with the def2-TZVPD basis set
O 2.5175 -3.3312 -1.3073
N 0.2417 0.9272 0.1363
N -1.4149 1.3032 1.7836
C -0.6659 0.3375 -0.7791
C -0.1269 1.3848 1.2756
H -1.8179 1.7578 2.5806
H 2.5047 -2.3439 -1.2079
H -1.4048 -0.3755 -0.3224
H 0.6420 1.6760 1.9712
H 2.9478 -3.3571 -2.1745
H -1.1928 1.0194 -1.5139
H -0.0938 -0.2745 -1.5071
H -2.1366 1.2764 1.0650
```

2S+1   1
HOMO-LUMO gap   10.0 eV
SMILES   C/N=C\N.O
E_HOMO   -9.101 eV

=====

[2]
Entry from the Open Molecules 2025 dataset: 2 unconnected molecules or ions with the total composition C2H8N2O2 (ωB97M-V with the def2-TZVPD basis set).

Geometry as XYZ:
```
14
C2H8N2O2 | the Open Molecules 2025 dataset | ωB97M-V with the def2-TZVPD basis set
O 0.4412 0.5265 3.5679
O -0.9939 0.2837 -1.0544
N 0.7080 1.8421 1.7066
N -0.7207 -1.8625 -2.1508
C -0.1776 -0.8639 -1.2701
C 1.0862 0.8698 2.6081
H 0.7527 1.5695 0.7299
H 0.8093 -0.5720 -1.6357
H -0.2257 2.1730 1.9331
H -1.4704 -2.3592 -1.6859
H -1.1698 0.7013 -1.9066
H 2.0942 0.4524 2.4529
H -1.0721 -1.4588 -3.0122
H -0.0612 -1.3021 -0.2829
```

2S+1   1
HOMO-LUMO gap   10.7 eV
SMILES   NC=O.NCO
E_HOMO   -10.013 eV

=====

[3]
Entry from the Open Molecules 2025 dataset: 3 unconnected molecules or ions with the total composition C2H8N2O2 (ωB97M-V with the def2-TZVPD basis set).

Geometry as XYZ:
```
14
C2H8N2O2 | the Open Molecules 2025 dataset | ωB97M-V with the def2-TZVPD basis set
O 2.0777 0.1961 1.6283
O -1.3199 -0.5422 -1.6382
N -0.1731 0.4120 2.1353
N 0.3963 -0.3864 0.1283
C 1.3328 -0.2473 -0.9716
C 0.9053 0.0437 1.4113
H 2.3078 -0.0153 -0.5575
H -0.8596 -0.3473 2.1676
H -2.4938 0.9969 0.8961
H 1.3900 -1.2185 -1.4673
H -2.3335 1.6495 0.5833
H 0.9544 0.4680 -1.6957
H -0.5602 -0.1398 -0.1284
H -1.6243 -0.8694 -2.4912
```

2S+1   1
HOMO-LUMO gap   4.5 eV
E_HOMO   -9.247 eV

=====

[4]
Entry from the Open Molecules 2025 dataset: C2H8N2O2 in the gas phase in a non-equilibrium geometry (ωB97M-V with the def2-TZVPD basis set).

Geometry as XYZ:
```
14
C2H8N2O2 | the Open Molecules 2025 dataset | ωB97M-V with the def2-TZVPD basis set
O -0.5955 -0.8395 0.1051
O 0.1954 -1.8287 1.1221
N 0.1621 1.1680 -0.4688
N 1.4103 -2.2724 0.5350
C -0.1973 0.2899 0.7811
C -0.9753 1.6784 -1.2107
H 2.1101 -2.1068 1.2568
H -1.7105 2.1361 -0.5423
H -1.0310 0.7612 1.3099
H 0.7768 0.6183 -1.0697
H 0.6928 0.3155 1.4164
H -0.6350 2.4588 -1.9009
H -1.4792 0.9001 -1.7917
H 1.2764 -3.2790 0.4576
```

2S+1   1
HOMO-LUMO gap   9.0 eV
SMILES   CNCOON
E_HOMO   -8.419 eV

=====

[5]
Entry from the Open Molecules 2025 dataset: 2 unconnected molecules or ions with the total composition C2H8N2O2 in a non-equilibrium geometry (ωB97M-V with the def2-TZVPD basis set).

Geometry as XYZ:
```
14
C2H8N2O2 | the Open Molecules 2025 dataset | ωB97M-V with the def2-TZVPD basis set
O 1.2225 2.0077 1.5455
O 2.9089 0.6153 0.9366
N -1.2415 0.3580 -1.6932
N -1.1745 -1.5805 -0.1354
C 1.7986 0.9627 1.5935
C -1.0882 -0.1341 -0.3348
H -2.0278 -0.0575 -2.1857
H 1.5290 0.1725 2.3056
H -0.4287 0.0534 -2.2420
H -1.8908 0.3047 0.2511
H -2.0886 -1.9141 0.1031
H 3.1172 1.3098 0.2907
H -0.5130 -2.2340 -0.5010
H -0.1231 0.1361 0.0660
```

2S+1   1
HOMO-LUMO gap   9.5 eV
SMILES   O=CO.NCN
E_HOMO   -8.752 eV

=====

[6]
Entry from the Open Molecules 2025 dataset: 2 unconnected molecules or ions with the total composition C2H8N2O2 in a non-equilibrium geometry (ωB97M-V with the def2-TZVPD basis set).

Geometry as XYZ:
```
14
C2H8N2O2 | the Open Molecules 2025 dataset | ωB97M-V with the def2-TZVPD basis set
O -0.8794 -2.3416 -1.0393
O 1.5896 0.5357 0.8865
N -2.6330 -0.7732 -1.3980
N 2.8615 2.0784 1.8505
C 1.6582 1.4350 1.6708
C -1.2850 -1.1097 -1.6761
H -0.5397 -0.3800 -1.5137
H 3.6854 1.7223 1.4034
H -1.2846 -1.2663 -2.8218
H -2.7646 -0.5448 -0.4262
H 0.7824 1.8165 2.1039
H 2.9408 2.6442 2.7345
H -0.7436 -2.3793 -0.1417
H -3.3879 -1.4371 -1.6327
```

2S+1   2
HOMO-LUMO gap (alpha / beta)   9.2 / 3.2 eV
E_HOMO (alpha / beta)   -12.898 / -12.895 eV
Total charge   +1

=====

Looking at molar mass for the records above, in order, we have 76.1, 92.1, 92.1, 92.1, 92.1, 92.1 g/mol.